This record from OMol25 describes 12 unconnected molecules or ions with the total composition C31H91N15O12. The level of theory is ωB97M-V with the def2-TZVPD basis set.

The LUMO energy is 0.487 eV. As for the strongest force on any atom: 2.880 eV/Å. For the orbital gap, the calculation gives 0.356 Eh. The SMILES is COC[C@H](C)N.COC[C@H](C)N.COC[C@H](C)N.COC[C@H](C)N.COC[C@H](C)N.NC(N)=O.NC(N)=O.NC(N)=O.NC(N)=O.NC(N)=O.CC(C)O.CC(C)O.

XYZ file:
```
149
Properties=species:S:1:pos:R:3:forces:R:3
C 1.04333 -4.39378 3.62028 1.4 -2.1 -1.3
O 0.75853 -3.17335 4.13300 0.0 2.5 0.0
C 0.53100 -2.22889 3.02644 -0.4 -0.8 0.6
C -0.05919 -0.89308 3.51971 -0.3 -0.6 -0.9
C 0.89044 -0.25223 4.54361 -0.6 0.2 -0.1
N -1.50149 -1.05914 3.84563 0.0 0.5 0.2
H 1.91848 -4.38327 2.88980 -0.8 0.1 0.6
H 0.18908 -4.79756 3.08992 -0.4 -0.2 -0.5
H 1.29824 -5.16849 4.35996 0.0 0.7 0.3
H 1.48224 -2.03087 2.47673 -0.3 -0.3 0.4
H -0.16763 -2.78187 2.35767 0.3 0.8 0.1
H -0.06206 -0.26835 2.62485 0.1 0.0 0.0
H 0.67393 0.86055 4.66622 0.4 -1.5 0.1
H 1.92337 -0.43582 4.18435 -0.4 0.5 0.3
H 0.77280 -0.85081 5.45877 0.2 0.6 0.1
H -2.05193 -0.23258 3.59206 0.4 -0.1 -0.1
H -1.68938 -1.17061 4.83400 0.3 -0.2 0.2
C 3.07098 -2.61947 -0.36366 0.6 -0.4 0.3
O 3.78436 -2.96591 -1.55130 0.5 -0.6 0.0
C 4.76734 -4.06650 -1.45406 -1.2 0.9 0.5
C 6.19358 -3.55038 -1.56104 -0.5 0.1 0.6
C 6.36396 -2.95702 -2.90803 -0.8 0.6 -2.5
N 7.21077 -4.55498 -1.27488 0.4 1.4 -1.9
H 2.68054 -1.60985 -0.45767 -0.1 -0.1 -0.3
H 3.72257 -2.61378 0.51712 0.2 0.0 -0.1
H 2.25328 -3.30603 -0.12400 -0.1 -0.1 -0.3
H 4.57045 -4.62740 -0.56412 0.1 0.0 1.2
H 4.54993 -4.80626 -2.19730 -0.1 -0.1 -1.1
H 6.25547 -2.70040 -0.87123 0.2 -0.2 0.4
H 7.34166 -2.53036 -3.07575 0.4 0.2 0.2
H 5.61228 -2.12532 -3.08564 0.9 -1.1 0.3
H 6.21906 -3.69374 -3.75558 0.0 0.5 1.0
H 7.48597 -5.03868 -2.13483 -0.2 0.0 0.7
H 6.98332 -5.15289 -0.53713 -0.4 -1.2 1.1
C 0.42403 7.98743 4.38496 -0.9 -0.8 -0.6
O -0.17732 6.98958 3.47781 1.6 0.4 1.1
C 0.68545 5.83813 3.43171 0.0 -0.7 -1.1
C 2.07136 5.97979 2.72485 -0.2 0.2 0.6
C 1.89387 6.27749 1.24950 -0.9 -1.0 -0.3
N 2.86148 4.72775 2.94911 -0.7 0.7 0.6
H -0.31668 8.74447 4.60699 -0.3 0.0 -0.1
H 1.29638 8.47420 3.97541 0.2 0.0 -0.4
H 0.71907 7.51023 5.31294 0.0 -0.2 0.2
H 0.88517 5.40763 4.41475 -0.2 0.3 0.4
H 0.13935 5.03643 2.87959 0.1 0.7 0.3
H 2.58923 6.88340 3.13051 0.0 -0.9 0.1
H 1.36353 7.19164 1.08478 -0.5 0.7 0.2
H 1.30264 5.50585 0.70938 0.4 0.1 0.4
H 2.80381 6.40809 0.71956 1.1 -0.1 -0.3
H 2.43917 3.97416 2.38466 0.4 0.2 0.6
H 2.88019 4.44937 3.96839 -0.2 0.4 -1.7
C -0.47589 2.69486 1.70357 -0.1 0.1 -0.2
O -0.09378 1.44733 1.15406 -0.3 0.2 0.2
C -1.11361 0.92291 0.35273 -0.8 -0.2 -0.7
C -0.58940 -0.29704 -0.38375 -0.5 -1.9 0.0
C -0.08812 -0.01016 -1.79924 -0.1 2.3 1.1
N -1.68643 -1.36071 -0.41659 0.6 2.0 0.1
H -1.43516 2.65135 2.24434 0.2 -0.2 -0.2
H -0.55823 3.40819 0.87312 0.0 0.2 0.2
H 0.31029 2.98839 2.38873 0.1 0.1 0.0
H -2.05244 0.74446 0.92826 0.7 -0.3 0.1
H -1.45586 1.63713 -0.42301 0.4 0.3 0.2
H 0.26396 -0.75763 0.15723 -0.5 0.4 0.2
H 0.37914 -0.83451 -2.26224 0.2 -1.2 -0.6
H 0.70083 0.76642 -1.72999 -0.3 -0.1 -0.1
H -0.90032 0.40283 -2.40553 0.2 -0.3 -0.1
H -2.53759 -0.83736 -0.67483 0.4 -0.5 -0.2
H -1.45068 -1.95050 -1.19773 -0.3 -0.5 -0.2
C 5.06347 0.37767 -2.70804 -0.4 0.8 0.0
O 4.45631 1.45907 -1.97562 0.5 -1.2 0.3
C 3.97783 0.92442 -0.72524 -1.1 1.0 -0.6
C 3.53844 2.09254 0.18121 0.3 0.7 0.0
C 4.74673 2.94428 0.52578 1.1 -0.8 0.2
N 2.83668 1.71297 1.41567 -1.6 -0.9 -0.6
H 5.47816 0.72391 -3.65623 -0.1 0.4 0.2
H 4.31214 -0.36596 -2.94593 -0.3 -0.4 0.0
H 5.85649 -0.09852 -2.13698 0.2 0.0 0.2
H 3.07621 0.31706 -0.93302 0.4 -0.1 0.1
H 4.75275 0.31625 -0.25799 0.1 -0.1 0.2
H 2.83069 2.74729 -0.39950 0.5 -0.8 0.4
H 4.58576 3.87481 1.00040 -0.9 1.2 0.1
H 5.43430 3.07149 -0.29477 -0.1 0.2 -0.6
H 5.38433 2.49535 1.28168 0.0 -0.9 0.3
H 1.92200 1.25835 1.16710 1.1 0.7 0.4
H 3.30443 1.06661 2.05416 0.4 0.3 -0.5
N -3.17124 5.20243 3.88714 1.9 1.3 -1.8
C -3.46547 5.28163 2.51230 0.1 0.3 2.0
N -2.60609 5.91709 1.66852 -0.1 -0.2 0.9
O -4.50750 4.79745 2.14083 -1.0 -0.9 -1.1
H -3.85098 4.77696 4.45408 -1.0 -0.4 0.4
H -2.68348 5.99502 4.27940 0.2 -0.2 0.1
H -2.84510 5.78425 0.71353 0.1 0.2 -0.6
H -1.71506 6.29456 1.94678 0.0 0.0 0.1
N -1.64460 -5.61245 -3.33810 -0.5 -0.3 1.8
C -1.87929 -4.77455 -2.24412 -0.1 0.9 -0.7
N -2.47431 -5.26439 -1.09607 0.9 1.0 -1.8
O -1.59543 -3.55559 -2.32212 -0.3 -1.6 -0.2
H -1.25541 -5.18108 -4.15870 0.2 -0.2 0.0
H -1.95932 -6.59283 -3.34576 0.4 1.1 -0.1
H -3.12968 -4.60528 -0.67093 0.4 -0.8 0.4
H -2.63189 -6.24310 -1.02970 -0.5 -0.4 0.2
N -4.05784 -4.17383 3.27959 0.7 0.7 -1.1
C -3.71814 -3.95110 1.90679 -0.7 -0.6 1.4
N -3.26958 -2.68645 1.59398 -1.3 -1.8 -0.3
O -3.97508 -4.88041 1.12469 0.4 1.7 0.4
H -4.22576 -5.15003 3.37754 -0.2 -0.6 0.2
H -3.50667 -3.79529 4.04857 -0.1 0.2 -0.6
H -2.88756 -2.53402 0.68330 0.6 0.0 -0.5
H -2.83973 -2.12712 2.28748 0.7 0.5 1.2
N -5.23423 -0.14759 1.90660 -0.6 -0.3 0.0
C -4.78305 1.00648 2.50456 0.1 0.1 -0.7
N -5.69661 2.01171 2.78209 -1.2 -0.2 -0.7
O -3.59733 1.17147 2.73464 0.8 0.0 0.3
H -4.53641 -0.92159 1.64083 -1.9 1.5 0.8
H -6.27183 -0.20385 1.82001 1.7 -0.7 -0.2
H -6.65377 1.88969 2.37236 1.5 0.4 0.6
H -5.30928 2.97453 2.70229 -0.3 -0.9 0.1
N 3.23527 -3.60189 -4.89013 -0.6 -0.8 -0.1
C 2.32419 -4.58836 -4.51196 -0.2 -0.9 -1.0
N 1.62384 -4.40230 -3.37164 0.6 1.6 0.3
O 2.09051 -5.60441 -5.16879 0.7 0.9 -0.2
H 3.31944 -3.46092 -5.88255 0.2 -0.1 0.1
H 3.47777 -2.82963 -4.29899 -0.3 0.1 0.2
H 1.89537 -3.61855 -2.80413 0.0 0.0 0.4
H 1.34083 -5.23152 -2.91853 -0.4 -0.7 0.4
C -1.28328 -1.99192 -6.25390 1.1 -0.7 -0.5
C -2.40124 -1.60204 -5.32528 -0.2 0.7 0.6
C -3.55168 -2.58454 -5.16758 0.8 0.9 0.4
O -1.77677 -1.25996 -4.06671 -0.5 -0.2 -0.3
H -0.54678 -1.16448 -6.21520 -0.2 -0.6 -0.1
H -1.48704 -2.20419 -7.33541 -0.3 0.2 1.0
H -0.80535 -2.90182 -5.81592 -0.1 0.5 -0.4
H -2.86211 -0.67747 -5.71301 0.3 0.0 0.3
H -4.31556 -2.14191 -4.54160 -0.2 0.1 0.1
H -3.25194 -3.50623 -4.70421 0.2 -0.6 0.0
H -3.91212 -2.70908 -6.15787 -0.7 -0.6 -0.8
H -1.57569 -2.08259 -3.57647 -0.2 0.1 -0.3
C -4.38359 1.04236 -2.15634 0.1 -0.4 -1.1
C -5.01464 2.42248 -2.10669 -0.3 -0.1 -0.1
C -5.40166 2.79218 -0.65401 0.4 -0.2 0.0
O -4.14574 3.39381 -2.74580 -0.8 0.2 0.7
H -4.06855 0.80592 -3.19012 -0.3 0.0 0.3
H -5.03212 0.21781 -1.82697 0.0 0.4 0.0
H -3.46444 1.00186 -1.58914 0.3 0.1 0.5
H -5.94352 2.43386 -2.71903 0.5 -0.1 0.3
H -5.69493 1.88853 -0.08169 -0.1 0.4 -0.6
H -6.20770 3.53255 -0.61528 0.2 -0.1 0.0
H -4.54544 3.17433 -0.08656 0.0 0.2 -0.3
H -3.30694 3.01520 -3.00153 0.2 -0.4 0.1
```
Forces are in eV/Å.

Atom charges from the Mulliken analysis, given in e for atoms 1 to 8: -0.579, -0.456, -0.503, 2.014, -1.610, -0.245, 0.173, 0.254